[1]
Here is a molecular structure, C37H32BN7O4Sn from the OMol25 dataset. Energies are from ωB97M-V/def2-TZVPD.

Last column: Löwdin charge in e.
Positions of all 82 atoms, in Å:
Sn (0.09, 0.15, 0.14)  1.49
C (-2.38, -0.24, 4.95)  0.02
C (-1.21, -0.09, 4.04)  -0.21
C (0.11, 0.20, 4.36)  0.09
C (0.80, 0.23, 3.16)  -0.19
N (-0.07, -0.03, 2.17)  -0.02
N (-1.31, -0.23, 2.71)  0.07
B (-2.55, -0.19, 1.76)  -0.46
N (-2.40, -1.28, 0.65)  0.07
N (-1.44, -1.20, -0.32)  -0.03
C (-1.61, -2.21, -1.19)  -0.21
C (-2.70, -2.96, -0.76)  0.08
C (-3.17, -2.35, 0.39)  -0.22
C (-4.34, -2.72, 1.23)  0.01
C (-0.71, -2.37, -2.33)  -0.18
C (-0.31, -3.64, -2.74)  -0.02
C (0.57, -3.78, -3.80)  -0.04
C (1.07, -2.66, -4.45)  -0.05
C (0.66, -1.39, -4.06)  -0.05
C (-0.23, -1.25, -3.01)  -0.05
N (-2.56, 1.18, 1.05)  0.05
N (-1.57, 1.50, 0.15)  0.00
C (-1.82, 2.72, -0.35)  -0.20
C (-2.98, 3.21, 0.25)  0.08
C (-3.42, 2.22, 1.12)  -0.22
C (-4.62, 2.20, 1.99)  0.01
C (-1.00, 3.27, -1.43)  -0.19
C (-0.89, 2.56, -2.62)  -0.05
C (-0.10, 3.04, -3.65)  -0.06
C (0.58, 4.24, -3.50)  -0.06
C (0.45, 4.97, -2.33)  -0.05
C (-0.34, 4.49, -1.29)  -0.01
C (2.21, 0.49, 2.78)  -0.19
C (2.71, 1.79, 2.79)  -0.01
C (3.99, 2.04, 2.33)  -0.04
C (4.79, 0.99, 1.88)  -0.05
C (4.30, -0.31, 1.90)  -0.07
C (3.01, -0.56, 2.34)  -0.04
H (-2.05, -0.14, 5.98)  0.10
H (-2.85, -1.22, 4.83)  0.10
H (-3.14, 0.52, 4.76)  0.09
H (0.52, 0.35, 5.34)  0.14
H (-3.54, -0.36, 2.38)  0.13
H (-3.13, -3.82, -1.26)  0.14
H (-4.79, -3.64, 0.85)  0.10
H (-5.11, -1.94, 1.21)  0.10
H (-4.05, -2.89, 2.27)  0.10
H (-0.69, -4.52, -2.23)  0.13
H (0.87, -4.77, -4.12)  0.12
H (1.75, -2.78, -5.29)  0.12
H (1.01, -0.52, -4.59)  0.12
H (-0.60, -0.26, -2.76)  0.08
H (-3.46, 4.14, 0.04)  0.14
H (-5.16, 3.14, 1.89)  0.10
H (-4.35, 2.08, 3.04)  0.09
H (-5.30, 1.39, 1.72)  0.10
H (-1.48, 1.66, -2.76)  0.10
H (-0.03, 2.49, -4.59)  0.11
H (1.20, 4.62, -4.30)  0.12
H (0.97, 5.91, -2.21)  0.12
H (-0.44, 5.05, -0.37)  0.13
H (2.09, 2.61, 3.13)  0.13
H (4.38, 3.05, 2.33)  0.12
H (5.79, 1.19, 1.54)  0.12
H (4.94, -1.13, 1.59)  0.11
H (2.63, -1.57, 2.38)  0.12
O (1.74, -4.28, -0.12)  0.18
C (1.43, -3.01, 0.04)  -0.47
O (0.63, -2.58, 0.83)  0.09
C (2.23, -2.09, -0.83)  -0.16
C (3.32, -2.50, -1.56)  0.06
C (4.10, -1.54, -2.20)  0.04
C (3.78, -0.20, -2.05)  0.07
C (2.66, 0.13, -1.31)  -0.15
N (1.89, -0.79, -0.75)  0.09
C (2.30, 1.58, -1.04)  -0.52
O (2.98, 2.47, -1.46)  0.17
O (1.24, 1.72, -0.27)  -0.10
H (1.24, -4.82, 0.51)  0.17
H (3.57, -3.55, -1.60)  0.14
H (4.96, -1.84, -2.78)  0.14
H (4.37, 0.60, -2.48)  0.15

Computed properties:
- charge = +2
- energy above the lowest of the compared OMol25 structures with the same formula, charge and spin (kcal/mol) = 2.1
- LUMO level (hartree) = -0.242
- HOMO energy (eV) = -13.8
- total energy (hartree) = -2352.2799


[2]
Here is a molecular structure, C37H32Br2IrNOP2 from the OMol25 dataset. Energies are from ωB97M-V/def2-TZVPD.

Last column: Mulliken spin population.
Positions of all 76 atoms, in Å:
Ir (0.36, -0.40, -0.39)  1.77
C (1.57, 3.31, 0.94)  0.02
C (0.32, 3.34, 0.03)  0.07
P (-1.10, 2.18, 0.15)  0.39
C (-1.19, 1.01, -1.26)  -0.01
C (-2.28, 0.10, -1.29)  0.03
C (-2.67, -0.52, -2.48)  0.00
C (-2.01, -0.24, -3.65)  0.03
C (-0.95, 0.68, -3.66)  0.03
C (-0.56, 1.30, -2.49)  0.10
C (-1.39, 1.56, 1.82)  0.05
C (-1.16, 2.49, 2.84)  0.01
C (-1.40, 2.17, 4.17)  -0.01
C (-1.92, 0.93, 4.49)  0.03
C (-2.19, 0.01, 3.49)  -0.02
C (-1.93, 0.32, 2.16)  0.06
C (2.42, 2.03, 0.97)  0.03
P (2.33, 1.09, -0.59)  0.12
C (3.58, 1.78, -1.71)  0.03
C (3.22, 2.36, -2.92)  0.01
C (4.20, 2.88, -3.76)  0.00
C (5.53, 2.82, -3.39)  0.00
C (5.90, 2.23, -2.18)  0.00
C (4.93, 1.71, -1.34)  0.00
C (2.98, -0.58, -0.23)  -0.02
C (2.69, -1.54, -1.22)  0.11
C (3.03, -2.88, -1.02)  0.00
C (3.65, -3.26, 0.15)  0.04
C (3.97, -2.31, 1.13)  -0.01
C (3.63, -0.98, 0.94)  0.07
H (1.29, 3.55, 1.97)  0.00
H (2.18, 4.14, 0.59)  0.00
H (0.61, 3.30, -1.02)  -0.03
H (-0.15, 4.31, 0.16)  0.00
H (-2.89, -0.04, -0.41)  0.01
H (-3.51, -1.20, -2.47)  0.00
H (-2.32, -0.71, -4.58)  0.00
H (-0.45, 0.93, -4.58)  0.00
H (0.24, 2.02, -2.53)  0.01
H (-0.79, 3.49, 2.59)  -0.01
H (-1.21, 2.90, 4.94)  0.00
H (-2.14, 0.69, 5.53)  0.00
H (-2.63, -0.96, 3.74)  0.00
H (-2.14, -0.43, 1.41)  -0.02
H (2.07, 1.35, 1.74)  -0.01
H (3.46, 2.29, 1.18)  0.00
H (2.18, 2.41, -3.22)  0.01
H (3.92, 3.33, -4.71)  0.00
H (6.30, 3.22, -4.05)  0.00
H (6.94, 2.18, -1.90)  0.00
H (5.22, 1.25, -0.41)  0.00
H (2.31, -1.22, -2.18)  -0.02
H (2.81, -3.61, -1.79)  0.00
H (3.93, -4.30, 0.30)  0.00
H (4.49, -2.61, 2.03)  0.00
H (3.87, -0.25, 1.72)  0.00
C (-0.85, -3.26, -1.91)  0.03
C (-0.59, -3.51, -0.45)  0.00
C (-0.85, -4.77, 0.10)  -0.01
C (-0.58, -5.01, 1.42)  0.04
C (-0.05, -3.98, 2.22)  0.02
C (0.32, -4.12, 3.60)  0.24
Br (0.02, -5.73, 4.48)  0.07
C (0.89, -3.08, 4.33)  -0.07
C (1.10, -1.86, 3.73)  0.17
Br (1.87, -0.46, 4.69)  0.04
C (0.71, -1.62, 2.36)  0.19
O (0.84, -0.53, 1.81)  0.36
C (0.15, -2.75, 1.61)  0.01
N (-0.12, -2.51, 0.31)  0.02
H (-0.61, -4.14, -2.50)  0.00
H (-0.27, -2.41, -2.26)  -0.01
H (-1.91, -3.04, -2.07)  0.00
H (-1.25, -5.55, -0.53)  0.00
H (-0.78, -5.98, 1.86)  0.01
H (1.18, -3.24, 5.36)  0.00

Computed properties:
- charge = +2
- multiplicity = 5
- LUMO level (alpha / beta) (hartree) = -0.215 / -0.287
- HOMO energy (alpha / beta) (eV) = -12.5 / -13.2
- total energy (hartree) = -7493.5996


[3]
Here is a molecular structure, C37H32BrLaOP2 in a non-equilibrium geometry from the OMol25 dataset. Energies are from ωB97M-V/def2-TZVPD.

Last column: Löwdin charge in e.
Positions of all 74 atoms, in Å:
La (0.19, -0.01, -0.05)  0.88
P (-0.19, -2.58, -0.25)  0.94
C (-0.18, 0.02, 2.01)  -0.26
O (-0.14, 0.04, 3.21)  0.16
P (0.21, 2.58, -0.27)  0.93
C (-0.08, -3.23, 1.38)  -0.40
C (1.15, -3.14, -1.22)  -0.42
C (-1.75, -2.90, -0.98)  -0.39
C (-1.40, 3.22, -0.49)  -0.37
C (0.96, 3.16, 1.21)  -0.39
C (1.25, 2.89, -1.65)  -0.40
C (-1.13, -4.00, 1.85)  -0.05
C (-1.00, -4.67, 3.07)  -0.03
C (0.18, -4.56, 3.80)  -0.03
C (1.23, -3.78, 3.32)  -0.03
C (1.10, -3.11, 2.10)  -0.11
H (-2.06, -4.09, 1.28)  0.11
H (-1.83, -5.28, 3.45)  0.13
H (0.28, -5.09, 4.76)  0.13
H (2.16, -3.69, 3.89)  0.13
H (1.93, -2.49, 1.72)  0.08
C (-2.94, -2.38, -0.45)  -0.11
C (-4.16, -2.81, -0.98)  -0.05
C (-4.19, -3.72, -2.04)  -0.03
C (-2.99, -4.21, -2.56)  -0.02
C (-1.76, -3.80, -2.02)  -0.06
H (-2.92, -1.65, 0.36)  0.10
H (-5.09, -2.42, -0.57)  0.12
H (-5.14, -4.05, -2.46)  0.13
H (-3.00, -4.92, -3.39)  0.13
H (-0.83, -4.19, -2.44)  0.12
C (1.55, -4.41, -0.91)  -0.08
C (2.52, -5.04, -1.69)  -0.02
C (3.08, -4.38, -2.78)  -0.03
C (2.66, -3.08, -3.09)  -0.04
C (1.70, -2.45, -2.31)  -0.10
H (1.13, -4.93, -0.04)  0.12
H (2.85, -6.06, -1.44)  0.13
H (3.84, -4.87, -3.39)  0.13
H (3.11, -2.55, -3.94)  0.13
H (1.40, -1.42, -2.53)  0.06
C (2.31, 3.41, 1.16)  -0.11
C (2.95, 4.04, 2.22)  -0.03
C (2.21, 4.41, 3.35)  -0.03
C (0.84, 4.14, 3.40)  -0.05
C (0.20, 3.51, 2.33)  -0.07
H (2.89, 3.11, 0.27)  0.11
H (4.02, 4.24, 2.18)  0.13
H (2.70, 4.90, 4.19)  0.12
H (0.26, 4.42, 4.29)  0.13
H (-0.87, 3.31, 2.38)  0.12
C (-2.58, 2.58, -0.07)  -0.10
C (-3.80, 3.23, -0.20)  -0.05
C (-3.85, 4.50, -0.76)  -0.03
C (-2.67, 5.13, -1.19)  -0.01
C (-1.44, 4.46, -1.04)  -0.07
H (-2.55, 1.56, 0.36)  0.05
H (-4.72, 2.74, 0.13)  0.12
H (-4.81, 5.02, -0.88)  0.12
H (-2.71, 6.12, -1.63)  0.12
H (-0.54, 4.96, -1.37)  0.09
C (1.61, 4.20, -1.74)  -0.13
C (2.37, 4.64, -2.83)  -0.02
C (2.77, 3.73, -3.81)  -0.03
C (2.40, 2.39, -3.69)  -0.04
C (1.65, 1.96, -2.61)  -0.10
H (1.32, 4.93, -0.97)  0.12
H (2.66, 5.69, -2.90)  0.12
H (3.37, 4.06, -4.66)  0.13
H (2.72, 1.67, -4.46)  0.12
H (1.38, 0.90, -2.51)  0.03
H (-1.72, 0.11, -0.18)  0.02
H (-0.10, -0.01, -1.75)  -0.09
Br (2.93, -0.18, 0.20)  0.09

Computed properties:
- charge = +2
- LUMO level (alpha / beta) (hartree) = -0.324 / -0.316
- HOMO energy (alpha / beta) (eV) = -13.5 / -13.5
- total energy (hartree) = -4791.7508